[1]
The following is a DFT calculation (the ωB97M-V functional and the def2-TZVPD basis) of an isolated molecule of C4H8O2 at a distorted geometry.

Results
HOMO-LUMO gap (eV): 10.838
Lowest unoccupied orbital energy (eV): 1.00
Structure (SMILES): O[C@H]1CCOC1
DFT total energy (a.u.): -307.6572
Energy relative to the best compared isomer or geometry (same formula, charge and spin) (kcal/mol): 34.7

Each line ends with the Löwdin charge.
Element x y z (Å)
O  1.06618  -0.78071  -1.66280  -0.03
C  0.50299  0.23012  -0.84818  -0.35
C  -0.99991  0.00290  -0.51600  -0.09
C  -0.98311  -0.14197  1.02079  -0.22
O  0.31644  -0.60446  1.33333  -0.12
C  1.12883  0.26391  0.55150  -0.16
H  0.96756  -1.62376  -1.20014  0.10
H  0.67146  1.15712  -1.40313  0.15
H  -1.35801  -0.83003  -1.13509  0.12
H  -1.61036  0.87551  -0.74244  0.11
H  -1.75751  -0.61638  1.60647  0.12
H  -1.17503  0.86946  1.45920  0.12
H  1.06456  1.27624  0.98169  0.13
H  2.16592  -0.07793  0.55479  0.13



[2]
The following is a DFT calculation (the ωB97M-V functional and the def2-TZVPD basis) of a structure of composition C6H10InO3 at a distorted geometry.

Results
HOMO-LUMO gap (spin up / spin down) (eV): 7.996 / 3.295
Lowest unoccupied orbital energy (spin up / spin down) (eV): -9.46 / -13.79
Total charge: +2
Multiplicity: 2
DFT total energy (a.u.): -649.6622
Energy relative to the best compared isomer or geometry (same formula, charge and spin) (kcal/mol): 27.2

Each line ends with the Löwdin charge.
Element x y z (Å)
O  1.38441  -0.90588  0.60256  0.07
In  3.81832  0.71938  0.25099  1.59
O  2.14917  0.72800  -0.67937  -0.06
C  1.28355  -0.09609  -0.38941  -0.60
O  0.04860  -0.11362  -0.88618  0.02
C  -0.64556  1.15171  -1.10138  -0.08
H  -1.50058  0.86268  -1.72136  0.16
H  0.03239  1.80774  -1.65659  0.14
C  -1.07262  1.75104  0.19867  -0.12
C  -0.76606  2.99582  0.56102  0.09
H  -1.72873  1.13765  0.82274  0.12
H  -1.17818  3.43499  1.47083  0.09
H  -0.10233  3.61772  -0.04402  0.09
C  -0.08463  -1.62161  0.75510  -0.05
C  -0.14535  -2.89147  -0.05616  -0.03
H  0.04177  -1.82992  1.82124  0.13
H  -1.03339  -1.07617  0.78269  0.13
H  0.84290  -3.15682  -0.45210  0.10
H  -0.48472  -3.69883  0.60636  0.11
H  -0.85898  -2.81631  -0.88565  0.10



[3]
The following is a DFT calculation (the ωB97M-V functional and the def2-TZVPD basis) of a cluster of 6 separate species, C15H33Br6N3O3 in total at a distorted geometry.

Results
HOMO-LUMO gap (eV): 9.377
Lowest unoccupied orbital energy (eV): 0.24
Structure (SMILES): CN(C)C=O.CN(C)C=O.CN(C)C=O.BrCCBr.BrCCBr.BrCCBr
DFT total energy (a.u.): -16425.3433
Energy relative to the best compared isomer or geometry (same formula, charge and spin) (kcal/mol): 46.2

Each line ends with the Löwdin charge.
Element x y z (Å)
C  0.08544  -0.24178  -5.01539  -0.07
N  -0.43183  -0.71299  -6.31604  -0.18
C  -0.20768  -2.17122  -6.49065  -0.02
C  -0.84360  0.10979  -7.28118  -0.33
O  -0.97976  -0.18258  -8.49809  -0.04
H  -0.36411  -0.58285  -4.08283  0.02
H  0.03623  0.84628  -5.05782  0.07
H  1.13560  -0.49796  -4.87528  0.09
H  -0.76695  -2.63341  -5.67719  0.08
H  -0.61925  -2.49491  -7.44664  0.09
H  0.84126  -2.35869  -6.26109  0.09
H  -1.02874  1.12597  -6.89998  0.13
C  -0.86444  2.53467  4.80397  -0.06
N  -0.39743  2.11006  3.51556  -0.20
C  1.02143  1.89979  3.28100  -0.04
C  -1.28179  2.13934  2.52890  -0.36
O  -1.05917  1.62369  1.46187  0.00
H  -1.11185  3.59584  4.77543  0.10
H  -0.12076  2.16601  5.51044  0.09
H  -1.68197  1.86346  5.06705  0.09
H  1.25836  1.45319  2.31533  0.05
H  1.56209  2.84555  3.24468  0.09
H  1.52499  1.44898  4.13616  0.08
H  -2.28117  2.50270  2.81419  0.14
C  -2.81750  -4.48066  2.64880  -0.05
N  -1.46766  -3.82146  2.61313  -0.17
C  -1.22322  -3.05318  1.38330  -0.08
C  -0.54860  -4.08706  3.54498  -0.34
O  0.64471  -3.73943  3.43930  -0.03
H  -2.96999  -5.10380  1.76759  0.08
H  -3.63007  -3.75423  2.63669  0.08
H  -3.02820  -5.16469  3.47087  0.08
H  -2.17950  -2.55215  1.23294  0.09
H  -0.47529  -2.28226  1.56877  0.04
H  -0.89950  -3.63003  0.51696  0.04
H  -0.92731  -4.71964  4.36267  0.13
Br  -0.14320  -2.21882  -1.73960  0.56
C  0.09484  -0.27828  -1.02488  -0.56
C  1.55845  0.01336  -0.73917  -0.58
Br  2.20448  -1.41708  0.53225  0.59
H  -0.45228  -0.31538  -0.08288  0.02
H  -0.26908  0.54280  -1.64254  0.00
H  1.58088  0.95148  -0.18460  0.05
H  2.19601  0.12911  -1.61565  0.07
Br  -1.66400  2.93200  -2.26270  0.58
C  -2.00565  4.79555  -2.94405  -0.65
C  -3.30337  5.45215  -2.43585  -0.58
Br  -4.85690  4.30765  -3.10697  0.51
H  -2.07863  4.75451  -4.03083  0.05
H  -1.17301  5.44955  -2.68502  0.06
H  -3.39325  6.47591  -2.79910  0.06
H  -3.47556  5.39263  -1.36118  0.04
Br  4.44498  0.70839  2.02489  0.57
C  4.51712  -0.75073  3.33501  -0.68
C  5.89735  -1.03682  3.98726  -0.60
Br  5.63908  -2.16784  5.64602  0.55
H  4.18120  -1.61404  2.76059  0.02
H  3.70909  -0.46659  4.00914  0.04
H  6.31273  -0.08198  4.30952  0.04
H  6.57595  -1.55792  3.31194  0.06



[4]
The following is a DFT calculation (the ωB97M-V functional and the def2-TZVPD basis) of a structure of composition C33H37ClO2Si2Zr at a distorted geometry.

Results
HOMO-LUMO gap (eV): 4.289
Lowest unoccupied orbital energy (eV): -7.88
Total charge: +2
DFT total energy (a.u.): -2515.8423
Energy relative to the best compared isomer or geometry (same formula, charge and spin) (kcal/mol): 21.2

Each line ends with the Löwdin charge.
Element x y z (Å)
C  -1.38469  -0.70638  5.59924  -0.14
C  -2.24248  -0.16883  4.57197  -0.16
C  -2.25835  -1.10189  3.47682  -0.17
H  -2.88351  0.70524  4.66268  0.13
C  -1.40257  -2.20786  3.81907  -0.15
C  -0.84748  -1.96035  5.11851  -0.16
H  -0.21139  -2.64316  5.67880  0.13
H  -1.24109  -0.29570  6.59833  0.14
H  -2.88197  -1.03947  2.58588  0.13
H  -1.26775  -3.10519  3.22139  0.13
Zr  -0.04232  -0.27113  3.70029  1.66
Si  2.51362  0.08281  -3.88136  0.71
C  1.71276  1.57802  -4.62303  -0.35
C  2.33451  2.28197  -5.66696  -0.09
H  3.31585  1.95705  -6.02765  0.11
C  1.68691  3.37985  -6.25143  -0.07
H  2.16116  3.90540  -7.08325  0.11
C  0.43985  3.80082  -5.77647  -0.07
H  -0.06076  4.66068  -6.22428  0.11
C  -0.16966  3.11659  -4.71387  -0.09
H  -1.13918  3.43819  -4.33223  0.09
C  0.46487  2.01007  -4.13986  -0.12
H  -0.01940  1.46794  -3.32026  0.08
C  1.90414  -1.44325  -4.73364  -0.33
C  0.81196  -1.38966  -5.62010  -0.09
H  0.40318  -0.42058  -5.92619  0.10
C  0.22586  -2.57047  -6.09115  -0.08
H  -0.65077  -2.51255  -6.73869  0.11
C  0.75904  -3.81440  -5.73114  -0.08
H  0.28892  -4.73304  -6.08770  0.11
C  1.90652  -3.87050  -4.93137  -0.09
H  2.34471  -4.83754  -4.67572  0.10
C  2.49264  -2.69073  -4.45407  -0.11
H  3.40118  -2.73145  -3.84505  0.10
H  2.10798  0.04183  -2.46912  -0.07
Si  -0.23663  -0.09208  1.00617  0.23
C  -0.88284  -1.72312  0.33900  -0.36
C  -1.99512  -1.77804  -0.51189  -0.08
H  -2.44919  -0.85231  -0.87099  0.11
C  -2.50839  -3.01734  -0.92373  -0.05
H  -3.37589  -3.04279  -1.58704  0.12
C  -1.90119  -4.20935  -0.51435  -0.05
H  -2.29656  -5.17523  -0.84280  0.12
C  -0.77504  -4.15871  0.31624  -0.07
H  -0.27759  -5.07683  0.63813  0.11
C  -0.25695  -2.92240  0.71601  -0.16
H  0.65473  -2.89040  1.32165  0.09
C  -1.26045  1.33065  0.35937  -0.35
C  -2.47591  1.67140  0.98028  -0.12
H  -2.81724  1.12772  1.86794  0.07
C  -3.24999  2.73140  0.48993  -0.07
H  -4.18335  2.99359  0.99221  0.11
C  -2.82271  3.45431  -0.63067  -0.05
H  -3.43216  4.27163  -1.01903  0.12
C  -1.60296  3.13219  -1.24164  -0.05
H  -1.25657  3.70410  -2.10493  0.10
C  -0.81643  2.09281  -0.73299  -0.10
H  0.16195  1.89924  -1.17856  0.07
H  3.99070  0.17497  -3.96416  -0.02
Cl  1.69557  0.09805  0.26297  0.35
C  -0.80040  2.65325  5.20745  0.00
O  0.08709  1.74443  4.51441  -0.37
C  1.49946  2.16086  4.28528  -0.08
C  2.47969  1.11708  4.82602  -0.10
O  1.93245  -0.23508  4.73223  -0.36
C  2.47405  -1.20669  5.64875  -0.02
H  -1.75221  2.70368  4.66475  0.10
H  -0.98648  2.25610  6.21553  0.11
H  -0.33647  3.64458  5.27624  0.12
H  1.60597  2.29274  3.19685  0.14
H  1.67118  3.10786  4.80752  0.15
H  3.43230  1.14373  4.26874  0.16
H  2.67783  1.33008  5.88509  0.15
H  3.57033  -1.14045  5.64062  0.12
H  2.09743  -1.03492  6.66886  0.12
H  2.14573  -2.19303  5.30614  0.10



[5]
The following is a DFT calculation (the ωB97M-V functional and the def2-TZVPD basis) of an isolated molecule of C4H10N2S at a distorted geometry.

Results
HOMO-LUMO gap (eV): 8.832
Lowest unoccupied orbital energy (eV): 0.71
Structure (SMILES): CNN(C)C(C)=S
DFT total energy (a.u.): -665.9804
Energy relative to the best compared isomer or geometry (same formula, charge and spin) (kcal/mol): 76.9

Each line ends with the Löwdin charge.
Element x y z (Å)
C  -1.93198  0.10255  0.81221  -0.13
N  -1.15854  0.18604  -0.37856  -0.12
N  0.12365  -0.39233  -0.26053  -0.26
C  0.52841  -1.81706  -0.28809  -0.15
C  1.25893  0.42226  -0.04679  -0.79
C  1.08214  1.91905  -0.26889  -0.11
S  2.72645  -0.26458  0.40562  0.64
H  -1.50939  0.93499  1.59199  0.14
H  -1.79748  -0.91141  1.17188  0.07
H  -2.92836  0.33704  0.55456  0.06
H  -1.64278  -0.52469  -1.11944  0.18
H  1.24144  -1.98232  -1.07968  0.05
H  -0.39866  -2.41047  -0.62173  0.10
H  1.00996  -2.01990  0.79391  0.09
H  1.01457  1.85018  -1.32840  0.05
H  0.14068  2.50769  0.13910  0.12
H  2.24097  2.06298  -0.07713  0.07



> Look up the energy relative to the best compared isomer or geometry (same formula, charge and spin) of the fifth one.

76.9 kcal/mol



> What is the formula in the second record?

C6H10InO3